Density functional theory data (ωB97M-V/def2-TZVPD) for 2 unconnected molecules or ions with the total composition C3H9OS.

The geometry in XYZ format:
```
14
Properties=species:S:1:pos:R:3:forces:R:3
C -0.7372 -0.9129 0.8999 -0.326 -0.390 0.070
C 0.5188 -0.0762 0.7477 -0.092 0.289 -0.587
C 0.3220 1.4236 0.4883 0.570 -0.038 -0.081
S 0.8671 2.0480 -1.0980 -0.201 -0.044 -0.161
H -0.5449 -1.7735 1.5281 0.150 -0.167 0.298
H -1.0780 -1.3703 -0.0277 -0.141 0.337 -0.218
H -1.5767 -0.3857 1.3615 0.132 0.113 -0.127
H 1.1357 -0.1864 1.6111 0.312 -0.032 0.873
H 1.1402 -0.4642 -0.0521 0.045 -0.193 -0.227
H 0.9766 2.0052 1.1482 -0.118 0.000 0.205
H -0.6816 1.7690 0.6967 -0.332 0.093 0.012
H 0.5304 -0.2459 -2.3506 -0.244 -0.072 -0.280
H -0.7090 -1.0970 -2.1249 -0.077 -0.049 -0.039
O -0.1635 -0.7337 -2.8280 0.320 0.153 0.262
```
Forces are in eV/Å.

Values from the calculation:
Electronic energy (eV): -16138.2512
Multiplicity: 2
Largest force on an atom (hartree/bohr): 0.0180
HOMO-LUMO gap (alpha / beta) (hartree): 0.384 / 0.263
Energy relative to the best compared isomer or geometry (same formula, charge and spin) (kcal/mol): 5.4
Expectation value of S²: 0.75